No. 1
Below is an isolated molecule of C19H18ClNO4 in a non-equilibrium geometry, with properties calculated with ωB97M-V/def2-TZVPD.

Last column: Löwdin charge in e.
Element x y z (Å)
O  0.6883  -2.2968  5.1333  0.0598
O  -2.5341  -1.1772  0.4104  0.0787
Cl  -1.3070  2.5547  -6.0007  0.6612
O  0.8103  -0.8849  2.7420  0.0611
O  -1.0582  -3.6075  4.1798  -0.0085
C  -0.1752  -2.5586  4.2321  -0.3552
C  -1.7350  -0.6708  1.1802  -0.4226
C  0.8886  4.7526  -0.4220  -0.0671
C  0.4957  3.4770  0.3124  -0.0545
C  0.5077  4.5002  -1.7242  -0.0846
C  -0.2492  2.6570  -0.4842  -0.2343
C  -1.5430  -1.4523  2.4317  0.0802
C  -0.3362  -1.5354  3.1297  -0.1959
C  -1.1773  0.6425  1.0104  -0.0149
C  -0.9684  1.2970  -0.2063  0.0733
C  2.1209  0.4442  -5.3998  -0.0964
C  2.2632  0.5139  -3.9992  -0.0678
C  1.0708  1.0945  -5.9859  -0.1146
C  1.2886  1.1353  -3.2038  -0.0028
C  0.1302  1.8479  -5.2392  -0.5645
C  0.2598  1.9262  -3.8495  -0.2080
N  -0.1130  3.2122  -1.7445  -0.0834
C  -0.7722  2.6255  -2.9999  -0.0934
C  -0.1351  -5.7756  4.8201  -0.1145
C  -1.0413  -4.7199  5.2492  -0.1741
H  1.5444  -1.4717  3.0069  0.1245
H  1.2784  5.6516  0.1334  0.1040
H  0.6733  3.1522  1.3948  0.1174
H  0.5695  5.2689  -2.5863  0.1464
H  -2.3877  -1.9840  2.8034  0.1128
H  -0.6515  1.0794  1.8676  0.1082
H  -1.4511  0.8046  -1.0099  0.0811
H  2.7297  -0.1425  -6.0428  0.0943
H  3.0918  0.0423  -3.4483  0.1083
H  0.9247  0.8583  -7.0837  0.1275
H  1.4782  1.2401  -2.1554  0.1008
H  -1.2372  3.3909  -3.5378  0.0638
H  -1.6057  1.9666  -2.7042  0.1290
H  0.1619  -6.5372  5.6358  0.1205
H  0.7550  -5.4603  4.3641  0.0544
H  -0.6550  -6.3666  4.0106  0.0981
H  -0.6407  -4.3067  6.2658  0.1491
H  -1.9570  -5.1877  5.5140  0.1029

E_LUMO   -0.5 eV
E_HOMO   -8.35 eV
Orbital gap   0.2873 Eh
Energy above the lowest of the compared OMol25 structures with the same formula, charge and spin   5.219 eV
SMILES   CCOC(=O)/C(O)=C/C(=O)/C=C/c1cccn1Cc1ccccc1Cl

No. 2
Below is a cluster of 2 separate species, C19H18F in total in a non-equilibrium geometry, with properties calculated with ωB97M-V/def2-TZVPD.

Last column: Löwdin charge in e.
Element x y z (Å)
H  -0.2581  0.0001  -0.1490  0.0755
C  -0.6781  -2.1902  -1.3965  0.0541
C  -1.0683  -1.6355  -2.6320  -0.0331
C  -0.5052  -2.1306  -3.7757  0.0341
C  0.6916  -3.0445  -3.7159  -0.1208
C  1.2707  -3.2026  -2.3289  0.0373
C  0.6457  -2.6614  -1.2383  -0.0340
H  -1.3249  -2.1108  -0.5202  0.1454
H  -1.8394  -0.8563  -2.6750  0.1333
H  -0.9564  -1.9448  -4.7523  0.1381
H  0.3455  -4.0472  -4.0355  0.1675
H  1.4718  -2.6687  -4.3992  0.1599
H  2.1469  -3.8447  -2.2103  0.1384
H  1.1301  -2.6390  -0.2495  0.1424
F  3.1404  1.8177  3.9126  0.0384
C  2.8856  1.6120  2.5712  -0.2261
C  3.9425  1.3012  1.7142  -0.0064
C  3.6142  0.9570  0.3915  -0.0740
C  2.2770  0.8696  0.0042  -0.0783
C  1.2272  1.0989  0.9073  -0.1875
C  -0.1597  0.9806  0.2933  -0.1120
C  -1.4378  1.1950  1.0372  -0.2277
C  -2.5846  1.3431  0.2499  -0.0613
C  -3.8053  1.6266  0.8417  -0.0785
C  -3.8958  1.8081  2.2268  -0.0765
C  -2.7655  1.5913  3.0155  -0.0615
C  -1.5388  1.2615  2.4209  -0.0394
C  1.5379  1.5653  2.1963  0.0463
H  4.9742  1.3500  2.0771  0.1251
H  4.4138  0.7489  -0.3333  0.1115
H  2.0279  0.6419  -1.0485  0.1125
H  -0.1790  1.6717  -0.5544  0.1334
H  -2.4707  1.2001  -0.8246  0.1040
H  -4.6764  1.7055  0.2059  0.1034
H  -4.8321  2.1479  2.6813  0.1113
H  -2.8206  1.6778  4.1010  0.1113
H  -0.7004  1.0042  3.0704  0.0944
H  0.7541  1.8005  2.9204  0.0997

E_LUMO   -6.3 eV
Charge   +1
E_HOMO   -11.30 eV
Orbital gap   0.1824 Eh
Energy above the lowest of the compared OMol25 structures with the same formula, charge and spin   0.375 eV

No. 3
Below is a structure of composition C19H18GaNOS in a non-equilibrium geometry, with properties calculated with ωB97M-V/def2-TZVPD.

Last column: Löwdin charge in e.
Element x y z (Å)
C  0.8531  -1.8517  3.3065  -0.2838
C  -0.8242  -1.9846  3.2585  -0.3130
C  -1.0632  -2.1928  1.8767  -0.1662
H  -1.6052  -1.9985  3.9665  0.0958
C  0.1225  -2.2641  1.1173  -0.2534
C  1.2537  -2.0199  1.9585  -0.2197
H  2.2891  -2.1393  1.6331  0.1149
H  1.5793  -1.7717  4.0907  0.1078
H  -2.0708  -2.3307  1.4585  0.1290
H  0.2000  -2.8129  0.1176  0.1443
C  -1.1333  2.1722  1.6848  -0.1731
C  -1.0633  1.9457  3.0298  -0.1965
C  0.3888  2.0518  3.3968  -0.2479
H  -1.8874  1.5689  3.5980  0.0910
C  1.1137  2.2023  2.2489  -0.2012
C  0.1914  2.3271  1.1626  -0.2189
H  0.4485  2.8301  0.1911  0.1323
H  -2.0383  2.3051  1.0969  0.1188
H  0.9017  2.1091  4.3688  0.1091
H  2.1708  2.1842  2.1854  0.0975
Ga  0.3063  0.0276  0.9176  0.7828
O  -0.9650  0.2688  -0.4320  -0.2531
C  -1.1826  -0.7722  -1.3805  -0.3109
C  0.0061  -1.0028  -2.2585  -0.0429
H  -1.4550  -1.7763  -0.9404  0.1047
H  -2.0082  -0.3278  -1.9621  0.1265
H  0.7646  -1.7227  -1.9056  0.1082
H  0.9686  -2.0358  -4.4313  0.1126
C  0.7671  -0.9670  -4.5596  -0.0428
C  0.2338  -0.2765  -3.4288  -0.2438
C  -0.0826  1.1267  -3.5693  -0.0158
H  -0.4517  1.6577  -2.6809  0.1125
C  0.1297  1.7595  -4.7829  -0.0907
H  -0.0912  2.8247  -4.8838  0.1041
C  0.6233  1.0435  -5.8860  -0.0892
H  0.7726  1.5458  -6.8416  0.0992
C  0.9312  -0.3206  -5.7685  -0.0949
H  1.2999  -0.8868  -6.6224  0.1021
S  -0.1896  -0.3081  3.5386  0.9773
C  -0.1875  -0.1720  5.4821  -0.3621
N  -0.0167  -0.0159  6.6486  0.0496

E_LUMO (alpha / beta)   -0.9 / -1.0 eV
E_HOMO (alpha / beta)   -7.52 / -6.38 eV
Orbital gap (alpha / beta)   0.2430 / 0.1979 Eh
Energy above the lowest of the compared OMol25 structures with the same formula, charge and spin   5.409 eV

No. 4
Below is a structure of composition C19H18LaNOS in a non-equilibrium geometry, with properties calculated with ωB97M-V/def2-TZVPD.

Last column: Löwdin charge in e.
Element x y z (Å)
C  0.7974  -2.0847  3.2407  -0.2703
C  -0.6970  -2.1174  3.1754  -0.3009
C  -1.0057  -2.2600  1.7968  -0.2213
H  -1.5490  -2.1173  3.8489  0.0918
C  0.1632  -2.5545  1.0936  -0.2868
C  1.2551  -2.3040  1.9412  -0.2865
H  2.2880  -2.2175  1.6730  0.0957
H  1.5263  -1.9118  4.0233  0.0923
H  -2.0183  -2.3195  1.4419  0.1085
H  0.2143  -2.9169  0.0926  0.0906
C  -1.1025  2.3413  1.6010  -0.2376
C  -1.0307  2.0260  2.9880  -0.2219
C  0.3851  2.1862  3.3907  -0.2282
H  -1.8712  1.5942  3.4651  0.0600
C  1.1147  2.3732  2.1676  -0.3068
C  0.1920  2.6704  1.1415  -0.3182
H  0.4364  2.9925  0.1644  0.0875
H  -2.0242  2.3653  1.0557  0.1017
H  0.9422  2.3746  4.2869  0.0941
H  2.1721  2.2586  2.1793  0.0850
La  0.3764  0.1199  1.0720  2.0457
O  -1.0606  0.3059  -0.4865  -0.5144
C  -1.2955  -0.7676  -1.5274  -0.2592
C  -0.0583  -1.0071  -2.2637  -0.0776
H  -1.5140  -1.6951  -1.0343  0.0789
H  -2.0951  -0.5773  -2.2237  0.1174
H  0.7023  -1.7360  -1.9395  0.1086
H  0.9841  -2.0353  -4.4545  0.1131
C  0.7872  -0.9604  -4.5696  -0.0406
C  0.2401  -0.2891  -3.4289  -0.2497
C  -0.0635  1.1091  -3.5713  -0.0218
H  -0.4536  1.6302  -2.6894  0.1088
C  0.1312  1.7594  -4.7841  -0.0842
H  -0.0940  2.8316  -4.8870  0.1085
C  0.6255  1.0512  -5.8954  -0.0874
H  0.7707  1.5568  -6.8479  0.0984
C  0.9423  -0.3169  -5.7871  -0.0910
H  1.3089  -0.8853  -6.6553  0.1076
S  -0.2562  -0.1886  4.1942  0.8486
C  -0.1133  -0.2349  5.9288  -0.5865
N  -0.0530  -0.0493  7.0831  0.0485

E_LUMO (alpha / beta)   -1.1 / -1.2 eV
E_HOMO (alpha / beta)   -7.52 / -6.83 eV
Orbital gap (alpha / beta)   0.2357 / 0.2078 Eh
Energy above the lowest of the compared OMol25 structures with the same formula, charge and spin   0.000 eV

No. 5
Below is a structure of composition C19H19Br4CrF7N4O8S2Si, with properties calculated with ωB97M-V/def2-TZVPD.

Last column: Löwdin charge in e.
Element x y z (Å)
Cr  -0.5137  0.1718  0.0660  0.9251
C  -1.5749  -3.0700  3.0600  -0.1637
Si  -0.1558  -1.9790  2.4659  0.4377
C  -0.2604  -0.5066  3.5994  -0.1508
C  1.5471  -2.6883  2.8639  -0.1579
N  -0.2977  -1.6757  0.7354  -0.1391
C  -0.1823  -2.7851  -0.1087  -0.2558
C  -0.0050  -4.0973  0.3887  -0.0660
C  0.1195  -5.2279  -0.4004  -0.1033
C  0.0754  -5.1391  -1.7809  -0.1173
C  -0.1025  -3.8805  -2.3286  -0.0333
C  -0.2298  -2.7728  -1.5196  -0.2162
F  -0.4154  -1.6097  -2.1995  0.0142
H  -1.6290  -3.0465  4.1516  0.0263
H  -1.5505  -4.1124  2.7459  0.0159
H  -2.4999  -2.6311  2.6746  0.0378
H  -0.1408  -0.9551  4.5921  0.0393
H  -1.2195  0.0069  3.5838  0.0385
H  0.5429  0.2158  3.4682  0.0394
H  1.7620  -2.5523  3.9271  0.0264
H  2.2828  -2.1057  2.3016  0.0362
H  1.7080  -3.7376  2.6212  0.0183
H  0.0384  -4.2425  1.4535  0.0482
H  0.2566  -6.1872  0.0838  0.0977
H  0.1811  -6.0106  -2.4123  0.0912
H  -0.1363  -3.7194  -3.3989  0.1157
Br  -2.7544  5.1064  4.1931  0.6838
C  -1.6381  3.9127  3.2449  -0.7588
C  -0.2660  4.1082  3.1992  -0.7564
Br  0.5295  5.5718  4.0902  0.6878
C  0.5447  3.2192  2.4762  -0.6398
Br  2.4201  3.3846  2.3947  0.7876
C  -0.0173  2.1530  1.7961  -0.4285
O  0.6707  1.2522  1.1036  -0.2077
C  -1.4164  1.9443  1.8535  -0.4475
O  -1.8699  0.8758  1.2189  -0.2041
C  -2.2103  2.8233  2.5709  -0.6481
Br  -4.0618  2.4529  2.6089  0.7529
C  -3.6812  -1.1379  -3.1540  -0.0104
O  -3.0882  0.1740  -3.1898  0.0127
C  -2.3467  0.4655  -2.1309  -0.5436
O  -2.2338  -0.2654  -1.1562  0.0297
N  -1.7377  1.6641  -2.2238  0.0888
N  -0.9051  2.0086  -1.1532  0.0575
H  -4.2600  -1.2127  -4.0686  0.0939
H  -4.3215  -1.2362  -2.2807  0.1009
H  -2.9005  -1.8949  -3.1225  0.0918
H  -1.6906  2.1650  -3.0973  0.1639
H  -1.2952  2.7904  -0.6380  0.1332
H  0.0392  2.2146  -1.4988  0.0630
F  4.8513  0.6710  -1.7045  0.1426
C  3.7643  0.7242  -0.9357  -0.6586
F  3.7257  1.9063  -0.3361  0.1169
F  3.8412  -0.2315  -0.0163  0.1517
S  2.2488  0.4566  -1.9875  0.6487
O  1.3141  -0.1548  -1.0566  -0.3333
O  2.6857  -0.3334  -3.0909  -0.2374
N  1.6949  1.8822  -2.3307  -0.3154
S  2.0990  2.7876  -3.5758  0.6020
O  0.9198  3.1410  -4.3130  -0.2868
O  3.2897  2.3834  -4.2564  -0.2624
C  2.5342  4.3431  -2.6756  -0.6786
F  1.6106  4.6479  -1.7607  0.1306
F  2.5983  5.3448  -3.5577  0.1313
F  3.7130  4.2299  -2.0725  0.1419

⟨S²⟩   3.773
E_LUMO (alpha / beta)   2.2 / 2.2 eV
Charge   -1
E_HOMO (alpha / beta)   -5.10 / -5.32 eV
Orbital gap (alpha / beta)   0.2676 / 0.2756 Eh
Energy above the lowest of the compared OMol25 structures with the same formula, charge and spin   0.180 eV
2S+1   4